# 1
Computed, not measured: a 10-piece molecular cluster, C36H50N2O28S4 overall in a non-equilibrium geometry, with wB97M-V/def2-TZVPD.

Orbital gap (eV): 9.13
SMILES string: O=[N+]([O-])c1ccccc1.O=[N+]([O-])c1ccccc1.O=S1(=O)OCCO1.O=S1(=O)OCCO1.O=S1(=O)OCCO1.O=S1(=O)OCCO1.O=C1CCCO1.O=C1CCCO1.O=C1CCCO1.O=C1CCCO1
Energy (eV): -141781.440

Geometry (Å):
O: -26.245 -21.976 -2.689
N: -26.328 -21.229 -3.633
O: -25.461 -20.497 -4.180
C: -27.672 -21.120 -4.228
C: -28.755 -21.556 -3.467
C: -30.032 -21.438 -3.952
C: -30.262 -20.839 -5.178
C: -29.218 -20.383 -5.985
C: -27.915 -20.561 -5.478
H: -28.581 -22.102 -2.552
H: -30.914 -21.741 -3.407
H: -31.244 -20.826 -5.629
H: -29.311 -20.001 -6.991
H: -27.050 -20.110 -5.940
O: -40.968 -14.444 -5.226
N: -40.834 -15.658 -5.363
O: -41.739 -16.438 -5.022
C: -39.616 -16.142 -5.992
C: -38.956 -15.413 -6.977
C: -37.912 -15.946 -7.718
C: -37.507 -17.205 -7.394
C: -38.051 -17.927 -6.315
C: -39.259 -17.485 -5.793
H: -39.344 -14.414 -7.107
H: -37.395 -15.414 -8.502
H: -36.683 -17.568 -7.991
H: -37.707 -18.902 -6.005
H: -39.731 -18.130 -5.067
O: -32.246 -18.519 -4.221
S: -33.050 -17.375 -3.754
O: -32.463 -16.549 -2.668
O: -33.449 -16.328 -4.936
C: -34.744 -15.819 -4.825
C: -35.584 -16.767 -4.036
O: -34.670 -17.767 -3.523
H: -34.735 -14.977 -4.134
H: -35.196 -15.481 -5.757
H: -36.367 -17.367 -4.499
H: -35.976 -16.382 -3.095
O: -33.001 -18.262 -9.618
S: -32.884 -18.188 -8.148
O: -32.021 -17.109 -7.606
O: -34.395 -18.260 -7.492
C: -34.819 -19.592 -7.476
C: -33.547 -20.290 -6.962
O: -32.441 -19.601 -7.466
H: -35.716 -19.769 -6.883
H: -34.895 -19.932 -8.509
H: -33.457 -21.273 -7.423
H: -33.343 -20.229 -5.893
O: -36.023 -13.413 -10.104
S: -35.184 -14.631 -9.888
O: -34.815 -14.923 -8.525
O: -35.893 -15.894 -10.665
C: -35.492 -15.975 -12.037
C: -34.390 -14.996 -12.260
O: -33.942 -14.754 -10.959
H: -35.093 -16.952 -12.310
H: -36.359 -15.897 -12.693
H: -34.761 -14.042 -12.635
H: -33.530 -15.269 -12.872
O: -40.982 -14.490 -1.338
S: -39.763 -13.783 -1.484
O: -39.169 -13.063 -0.300
O: -38.652 -14.665 -2.170
C: -37.767 -13.931 -2.938
C: -38.386 -12.558 -3.099
O: -39.739 -12.744 -2.817
H: -36.724 -13.957 -2.622
H: -37.873 -14.345 -3.941
H: -38.213 -12.070 -4.058
H: -37.859 -11.902 -2.406
O: -35.329 -14.919 -0.400
C: -34.309 -14.289 -0.534
C: -32.905 -14.589 -0.110
C: -32.070 -13.894 -1.058
C: -32.944 -12.694 -1.575
O: -34.299 -13.163 -1.382
H: -32.871 -14.200 0.908
H: -32.679 -15.653 -0.046
H: -31.118 -13.582 -0.627
H: -31.845 -14.412 -1.990
H: -32.858 -11.788 -0.976
H: -32.741 -12.295 -2.569
O: -36.784 -13.067 -6.019
C: -35.770 -12.425 -5.908
C: -34.652 -12.329 -6.906
C: -33.911 -11.118 -6.276
C: -34.094 -11.279 -4.745
O: -35.415 -11.833 -4.748
H: -34.025 -13.219 -6.863
H: -35.012 -12.197 -7.926
H: -32.864 -10.989 -6.550
H: -34.377 -10.272 -6.781
H: -33.463 -11.992 -4.216
H: -34.013 -10.324 -4.226
O: -30.495 -17.145 0.614
C: -30.876 -18.220 0.235
C: -32.124 -18.920 0.769
C: -31.986 -20.362 0.208
C: -31.143 -20.160 -1.035
O: -30.374 -19.017 -0.817
H: -32.000 -19.050 1.844
H: -33.035 -18.374 0.526
H: -31.552 -21.019 0.962
H: -32.903 -20.892 -0.050
H: -30.453 -20.990 -1.190
H: -31.715 -20.123 -1.962
O: -26.151 -17.214 -3.915
C: -27.352 -17.226 -3.977
C: -28.274 -17.087 -5.194
C: -29.477 -16.510 -4.539
C: -29.476 -16.967 -3.124
O: -28.126 -17.221 -2.861
H: -27.849 -16.514 -6.018
H: -28.540 -18.058 -5.612
H: -29.477 -15.422 -4.591
H: -30.324 -16.859 -5.129
H: -29.787 -16.229 -2.384
H: -30.075 -17.856 -2.926

Here are the Mulliken charges for atoms 1 to 99, given in e: O -0.6034; N 1.0302; O -0.5734; C -0.3491; C -0.3625; C -0.5493; C 0.4336; C -0.7483; C -0.2662; H 0.4954; H 0.6510; H -0.0745; H 0.5751; H 0.3483; O -0.5612; N 1.0284; O -0.6084; C 0.1712; C -0.4734; C -0.2102; C 0.0224; C -0.7985; C -0.6624; H 0.3136; H 0.2946; H 0.4669; H 0.4281; H 0.4310; O -0.0457; S 0.0467; O -0.2632; O -0.1279; C 1.0401; C 0.4026; O -0.4721; H -0.3394; H -0.1359; H -0.4324; H 0.2362; O -0.6290; S 1.1868; O -0.5458; O -0.1501; C -0.3695; C -0.3521; O -0.1739; H 0.2689; H 0.3081; H 0.4077; H 0.1423; O -0.6820; S 1.0321; O -0.1076; O -0.3000; C -0.3749; C -0.3738; O -0.3563; H 0.2677; H 0.2904; H 0.2834; H 0.3123; O -0.5307; S 1.0135; O -0.5770; O -0.2227; C 1.0166; C -0.2087; O -0.4030; H -0.4713; H -0.3165; H 0.2954; H 0.3880; O -0.6110; C 0.5137; C 0.2840; C 0.2038; C -0.5519; O -0.3128; H 0.5252; H -0.6573; H 0.4616; H -0.2915; H 0.2532; H 0.3379; O -0.3999; C 0.2690; C 0.1627; C -0.9369; C 0.0424; O -0.2853; H -0.1255; H 0.3385; H 0.3933; H 0.3596; H -0.2710; H 0.3983; O -0.6087; C 0.4705; C -0.4262

=====

# 2
Computed, not measured: C36H50N4Si3Sr as an isolated structure in a non-equilibrium geometry, with wB97M-V/def2-TZVPD.

Energy above the lowest of the compared OMol25 structures with the same formula, charge and spin (kJ/mol): 277.3
Orbital gap (eV): 6.28
Energy (eV): -68562.145

Geometry (Å):
Sr: 0.352 0.460 0.389
C: -1.626 -0.556 1.027
Si: -1.239 1.017 2.181
C: -0.055 2.488 1.426
N: -0.118 2.675 -0.085
C: -0.229 4.103 -0.509
C: -1.694 4.550 -0.563
C: -2.524 3.772 -1.599
C: -2.319 2.238 -1.475
C: -1.392 1.977 -0.318
C: -2.931 0.918 3.351
C: -4.186 0.804 2.638
C: -4.918 1.882 2.222
C: -4.572 3.216 2.573
C: -3.407 3.445 3.249
C: -2.624 2.292 3.485
C: 0.626 0.286 3.048
C: 1.388 1.345 3.665
C: 1.130 1.908 4.888
C: 0.127 1.352 5.707
C: -0.528 0.229 5.280
C: -0.271 -0.279 3.990
H: -2.466 -0.038 0.493
H: -2.218 -1.205 1.687
H: 0.724 3.025 1.965
H: -0.842 3.200 1.782
H: 0.259 4.184 -1.481
H: 0.316 4.674 0.242
H: -1.762 5.626 -0.732
H: -2.125 4.394 0.432
H: -2.209 4.081 -2.597
H: -3.576 4.026 -1.468
H: -1.884 1.842 -2.393
H: -3.221 1.675 -1.243
H: -1.431 0.923 0.109
H: -2.176 2.159 0.749
H: -4.507 -0.183 2.319
H: -5.715 1.732 1.502
H: -5.190 4.034 2.222
H: -3.024 4.436 3.451
H: -1.603 2.533 3.830
H: 2.185 1.791 3.071
H: 1.625 2.825 5.181
H: -0.178 1.858 6.615
H: -1.355 -0.177 5.846
H: -0.857 -1.133 3.659
C: 2.504 -1.903 -3.318
Si: 3.097 -0.288 -2.498
C: 2.207 1.261 -3.204
C: 4.941 -0.107 -2.821
C: 2.645 -0.310 -0.720
Si: 3.603 -1.591 0.182
C: 4.126 -3.131 -0.766
C: 2.450 -2.254 1.552
C: 5.120 -0.759 0.928
H: 1.878 -1.734 -4.197
H: 1.891 -2.433 -2.588
H: 3.325 -2.560 -3.607
H: 2.901 2.072 -3.442
H: 1.532 1.611 -2.416
H: 1.590 1.069 -4.084
H: 5.168 -0.061 -3.891
H: 5.501 -0.942 -2.396
H: 5.318 0.810 -2.361
H: 3.217 0.599 -0.425
H: 3.247 -3.710 -1.062
H: 4.727 -3.767 -0.109
H: 4.700 -2.933 -1.670
H: 1.464 -2.394 1.090
H: 2.272 -1.427 2.245
H: 2.746 -3.134 2.125
H: 5.806 -0.444 0.138
H: 5.665 -1.369 1.652
H: 4.788 0.144 1.448
N: -0.194 -7.630 0.506
C: -0.396 -6.675 -0.101
C: -0.675 -5.489 -0.866
C: -1.610 -5.529 -1.893
C: -1.901 -4.382 -2.604
C: -1.282 -3.176 -2.284
C: -0.336 -3.135 -1.263
C: -0.031 -4.292 -0.567
N: -1.613 -2.026 -3.039
C: -2.724 -1.871 -3.849
C: -2.578 -0.666 -4.453
N: -1.408 -0.063 -4.045
C: -0.865 -0.899 -3.203
H: -2.099 -6.461 -2.140
H: -2.604 -4.433 -3.422
H: 0.143 -2.228 -0.906
H: 0.712 -4.262 0.218
H: -3.498 -2.611 -3.924
H: -3.244 -0.191 -5.154
H: 0.012 -0.702 -2.608

Table of Mulliken atomic charges, one value per atom, all in e: Sr 1.5801; C -1.6650; Si 2.8179; C -1.1761; N -0.0996; C -0.6608; C -0.3432; C -1.0245; C -1.0965; C 1.0461; C -0.0257; C -0.7839; C -0.4777; C -0.4367; C -0.7892; C 0.0944; C 0.9271; C -1.0246; C -0.7120; C -0.3784; C -0.8829; C -0.9180; H 0.0000; H 0.4102; H 0.2992; H 0.3996; H 0.4087; H 0.4733; H 0.4882; H -0.0075; H 0.3850; H 0.3627; H 0.0772; H 0.6355; H -1.2690; H -0.2722; H 0.3311; H 0.4035; H 0.3926; H 0.4673; H 0.5323; H 0.5510; H 0.4115; H 0.4236; H 0.3141; H 0.6254; C -0.7975; Si 0.1372; C -0.8500; C -1.1605; C -0.0111; Si 0.1206; C -1.0402; C -0.1366; C -1.2523; H 0.5056; H -0.1523; H 0.4594; H 0.3786; H -0.2715; H 0.3965; H 0.3478; H 0.3029; H 0.3065; H 0.0304; H 0.2627; H 0.4372; H 0.2938; H -0.3347; H -0.1112; H 0.5814; H 0.2889; H 0.3661; H 0.2829; N -0.5424; C -0.1302; C 0.0239; C -0.9836; C -0.7062; C 0.6958; C 1.0012; C -1.0202; N 0.4042; C -0.1766; C -1.1069; N -0.6454; C 0.0824; H 0.4841; H 0.4089; H 0.2689; H 0.6159; H 0.3859; H 0.4608; H 0.2847

=====

# 3
Computed, not measured: a 12-piece molecular cluster, C36H50O36 overall in a non-equilibrium geometry, with wB97M-V/def2-TZVPD.

Energy above the lowest of the compared OMol25 structures with the same formula, charge and spin (kJ/mol): 159.6
Orbital gap (eV): 10.77
SMILES string: COC(=O)OC.O=C1OCCO1.O=C1OCCO1.O=C1OCCO1.O=C1OCCO1.O=C1OCCO1.O=C1OCCO1.O=C1OCCO1.O=C1OCCO1.O=C1OCCO1.O=C1OCCO1.O=C1OCCO1
Energy (eV): -111851.366

Geometry (Å):
C: -7.600 23.253 16.294
O: -8.824 22.766 16.864
C: -9.657 23.537 17.532
O: -10.407 23.116 18.380
O: -9.678 24.805 17.111
C: -10.173 25.763 18.034
H: -6.906 22.419 16.357
H: -7.169 24.185 16.650
H: -7.780 23.326 15.220
H: -11.114 25.510 18.519
H: -9.986 26.711 17.534
H: -9.589 25.952 18.947
O: -10.413 16.183 21.013
C: -10.900 16.943 20.221
O: -10.320 18.107 19.890
C: -11.197 18.822 19.016
C: -12.212 17.738 18.598
O: -12.061 16.775 19.617
H: -11.783 19.604 19.498
H: -10.874 19.208 18.048
H: -12.019 17.201 17.665
H: -13.224 18.130 18.521
O: -0.505 19.818 17.879
C: -1.585 19.331 17.896
O: -2.088 18.311 17.153
C: -3.512 18.259 17.129
C: -3.814 19.111 18.339
O: -2.654 19.892 18.510
H: -3.837 18.569 16.136
H: -3.738 17.223 17.368
H: -3.879 18.492 19.235
H: -4.748 19.663 18.249
O: -8.890 19.897 12.404
C: -8.491 19.863 13.552
O: -7.220 19.907 13.812
C: -6.996 19.667 15.194
C: -8.302 19.023 15.638
O: -9.211 19.568 14.646
H: -6.221 18.900 15.257
H: -6.626 20.555 15.700
H: -8.626 19.190 16.664
H: -8.258 17.932 15.589
O: -5.421 22.370 13.687
C: -4.853 22.477 12.641
O: -5.456 22.760 11.471
C: -4.512 22.642 10.423
C: -3.148 22.465 11.142
O: -3.537 22.320 12.506
H: -4.697 21.864 9.684
H: -4.379 23.536 9.812
H: -2.411 23.243 10.952
H: -2.650 21.532 10.876
O: -7.906 15.343 12.997
C: -8.985 15.776 13.375
O: -9.887 15.000 13.960
C: -11.115 15.703 14.001
C: -10.822 17.089 13.383
O: -9.437 16.955 13.127
H: -11.880 15.178 13.426
H: -11.536 15.798 15.004
H: -10.985 17.914 14.074
H: -11.403 17.189 12.468
O: -6.670 16.807 18.832
C: -7.588 16.099 18.586
O: -8.705 16.439 17.894
C: -9.484 15.256 17.684
C: -8.953 14.268 18.687
O: -7.649 14.767 18.888
H: -10.554 15.406 17.849
H: -9.486 14.833 16.678
H: -8.799 13.245 18.336
H: -9.372 14.164 19.691
O: -5.840 16.371 15.973
C: -5.857 15.231 15.616
O: -6.918 14.439 15.643
C: -6.633 13.132 15.219
C: -5.243 13.348 14.568
O: -4.802 14.630 15.022
H: -6.669 12.436 16.056
H: -7.329 12.881 14.420
H: -5.382 13.466 13.492
H: -4.599 12.485 14.724
O: -5.624 19.732 9.284
C: -5.345 19.090 10.251
O: -4.473 19.428 11.190
C: -4.294 18.382 12.114
C: -5.470 17.416 11.824
O: -6.108 18.058 10.727
H: -3.356 17.829 12.128
H: -4.449 18.746 13.129
H: -6.104 17.420 12.710
H: -5.206 16.397 11.550
O: -8.294 24.605 8.386
C: -8.462 23.709 9.151
O: -9.001 23.841 10.379
C: -9.358 22.598 10.918
C: -8.529 21.587 10.058
O: -8.084 22.431 8.976
H: -9.002 22.666 11.945
H: -10.423 22.385 10.816
H: -9.223 20.771 9.883
H: -7.598 21.323 10.550
O: -12.742 19.179 15.648
C: -12.588 20.174 15.026
O: -12.190 21.410 15.592
C: -12.212 22.347 14.540
C: -12.019 21.488 13.304
O: -12.675 20.301 13.701
H: -13.107 22.972 14.497
H: -11.381 23.035 14.705
H: -10.959 21.281 13.131
H: -12.284 22.011 12.386
O: -0.522 23.318 15.615
C: -1.671 23.306 15.933
O: -2.457 24.420 16.073
C: -3.837 24.005 16.253
C: -3.700 22.511 16.505
O: -2.425 22.214 16.003
H: -4.053 24.519 17.192
H: -4.561 24.369 15.527
H: -4.499 21.983 15.989
H: -3.660 22.320 17.579

Here are the Mulliken charges for atoms 1 to 99, given in e: C -0.5159; O -0.1126; C 0.6562; O -0.5980; O -0.3166; C -0.8058; H -0.0413; H 0.4280; H 0.3400; H 0.3271; H 0.2884; H 0.3281; O -0.5780; C 0.6101; O -0.2843; C 0.1551; C 0.0855; O -0.3886; H 0.3619; H -0.1110; H -0.2308; H 0.4460; O -0.5225; C 0.6052; O -0.4600; C 0.7260; C -0.1733; O -0.4237; H -0.3930; H 0.0425; H 0.3397; H 0.2519; O -0.2932; C -0.6294; O 0.0288; C 1.4509; C 0.7491; O 0.4399; H -0.2221; H -1.3004; H 0.5404; H -1.0613; O -0.2743; C 0.2717; O -0.2280; C -0.1995; C -0.4080; O -0.2783; H 0.1719; H 0.4322; H 0.3342; H 0.1946; O -0.5851; C 0.4868; O -0.3614; C -0.3932; C 0.3659; O -0.0817; H 0.2907; H 0.1479; H -0.2872; H 0.3421; O -0.5702; C 0.3467; O 0.2379; C 0.1265; C -0.5490; O -0.3871; H 0.3368; H 0.0199; H 0.2934; H 0.2271; O -0.0580; C 0.3397; O -0.0975; C -0.4530; C -0.5219; O -0.3750; H 0.3517; H 0.2669; H 0.2654; H 0.3616; O -0.5717; C 0.6456; O -0.2345; C -0.0180; C 0.4839; O -0.3567; H 0.3440; H -0.0904; H -0.3875; H 0.2366; O -0.5608; C 0.6241; O -0.4215; C 0.3594; C 0.3312; O -0.4247; H -0.1210